13 unconnected molecules or ions with the total composition C29H84O13 in a non-equilibrium geometry. Source: the Open Molecules 2025 dataset; level of theory: the ωB97M-V functional and the def2-TZVPD basis.

Bonds (Å) are listed after each position.
Geometry (Å):
1 C 1.914 -13.350 17.640  O2 1.417, H3 1.090, H4 1.090, H5 1.090
2 O 2.455 -12.168 18.204  C1 1.417, H6 0.960
3 H 2.561 -14.203 17.431  C1 1.090
4 H 1.172 -13.716 18.349  C1 1.090
5 H 1.352 -12.993 16.777  C1 1.090
6 H 3.216 -12.322 18.769  O2 0.960
7 C 3.265 -13.950 13.874  O8 1.425, H9 1.090, H10 1.090, H11 1.090
8 O 2.393 -15.073 13.965  C7 1.425, H12 0.960
9 H 3.230 -13.530 12.869  C7 1.090
10 H 2.991 -13.189 14.605  C7 1.090
11 H 4.296 -14.258 14.052  C7 1.090
12 H 1.563 -14.829 13.549  O8 0.960
13 C -1.205 -15.265 16.254  O14 1.387, H15 1.090, H16 1.090, H17 1.090
14 O -1.723 -15.010 17.515  C13 1.387, H18 0.960
15 H -0.242 -14.770 16.133  C13 1.090
16 H -1.252 -16.315 15.963  C13 1.090
17 H -1.765 -14.775 15.457  C13 1.090
18 H -1.740 -14.072 17.716  O14 0.960
19 C 3.914 -15.799 20.063  O20 1.390, H21 1.090, H22 1.090, H23 1.090
20 O 3.587 -16.630 21.128  C19 1.390, H24 0.960
21 H 4.665 -15.150 20.514  C19 1.090
22 H 4.243 -16.269 19.136  C19 1.090
23 H 3.091 -15.129 19.813  C19 1.090
24 H 3.249 -16.047 21.811  O20 0.960
25 C 6.613 -14.343 16.292  O26 1.407, H27 1.090, H28 1.090, H29 1.090
26 O 5.453 -14.281 17.085  C25 1.407, H30 0.960
27 H 6.504 -14.289 15.209  C25 1.090
28 H 7.334 -13.588 16.604  C25 1.090
29 H 7.032 -15.321 16.529  C25 1.090
30 H 4.976 -15.090 16.885  O26 0.960
31 C 5.443 -11.803 21.440  C32 1.553, H35 1.090, H36 1.090, H37 1.090
32 C 6.062 -12.094 20.045  C31 1.553, C33 1.501, O34 1.420, H38 1.090
33 C 7.189 -13.085 20.037  C32 1.501, H39 1.090, H40 1.090, H41 1.090
34 O 5.002 -12.542 19.213  C32 1.420, H42 0.960
35 H 6.094 -11.320 22.169  C31 1.090
36 H 5.139 -12.719 21.946  C31 1.090
37 H 4.554 -11.188 21.299  C31 1.090
38 H 6.455 -11.185 19.592  C32 1.090
39 H 8.118 -12.720 20.475  C33 1.090
40 H 7.505 -13.355 19.029  C33 1.090
41 H 6.941 -13.992 20.587  C33 1.090
42 H 5.351 -13.143 18.551  O34 0.960
43 C -2.435 -10.611 19.105  C44 1.565, H47 1.090, H48 1.090, H49 1.090
44 C -1.528 -11.838 19.456  C43 1.565, C45 1.507, O46 1.407, H50 1.090
45 C -2.268 -12.908 20.216  C44 1.507, H51 1.090, H52 1.090, H53 1.090
46 O -1.112 -12.394 18.232  C44 1.407, H54 0.960
47 H -2.900 -10.228 20.013  C43 1.090
48 H -3.203 -10.977 18.424  C43 1.090
49 H -1.935 -9.699 18.781  C43 1.090
50 H -0.705 -11.492 20.082  C44 1.090
51 H -2.894 -12.536 21.028  C45 1.090
52 H -1.589 -13.577 20.744  C45 1.090
53 H -2.904 -13.402 19.481  C45 1.090
54 H -0.472 -11.759 17.902  O46 0.960
55 C 6.472 -9.096 17.037  C56 1.523, H59 1.090, H60 1.090, H61 1.090
56 C 6.705 -10.395 16.276  C55 1.523, C57 1.505, O58 1.326, H62 1.090
57 C 5.403 -10.993 15.816  C56 1.505, H63 1.090, H64 1.090, H65 1.090
58 O 7.505 -10.145 15.249  C56 1.326, H66 0.960
59 H 6.071 -8.258 16.468  C55 1.090
60 H 7.497 -8.875 17.334  C55 1.090
61 H 5.954 -9.219 17.989  C55 1.090
62 H 7.215 -11.100 16.932  C56 1.090
63 H 4.817 -10.431 15.089  C57 1.090
64 H 4.729 -11.269 16.626  C57 1.090
65 H 5.594 -11.880 15.211  C57 1.090
66 H 6.991 -9.560 14.689  O58 0.960
67 C 0.234 -16.511 19.896  C68 1.514, H71 1.090, H72 1.090, H73 1.090
68 C -0.878 -17.537 19.946  C67 1.514, C69 1.506, O70 1.421, H74 1.090
69 C -1.554 -17.364 21.281  C68 1.506, H75 1.090, H76 1.090, H77 1.090
70 O -1.874 -17.308 18.959  C68 1.421, H78 0.960
71 H 0.964 -16.726 20.676  C67 1.090
72 H -0.086 -15.481 20.058  C67 1.090
73 H 0.662 -16.619 18.899  C67 1.090
74 H -0.583 -18.579 19.821  C68 1.090
75 H -0.899 -17.274 22.148  C69 1.090
76 H -2.310 -18.105 21.541  C69 1.090
77 H -2.088 -16.414 21.322  C69 1.090
78 H -1.606 -16.522 18.477  O70 0.960
79 C 1.316 -13.443 22.238  C80 1.574, H83 1.090, H84 1.090, H85 1.090
80 C 2.377 -13.666 23.380  C79 1.574, C81 1.595, O82 1.394, H86 1.090
81 C 1.803 -13.374 24.839  C80 1.595, H87 1.090, H88 1.090, H89 1.090
82 O 2.843 -14.978 23.314  C80 1.394, H90 0.960
83 H 1.708 -13.540 21.226  C79 1.090
84 H 0.833 -12.471 22.339  C79 1.090
85 H 0.555 -14.216 22.350  C79 1.090
86 H 3.190 -12.993 23.109  C80 1.090
87 H 2.583 -13.396 25.601  C81 1.090
88 H 1.000 -14.090 25.014  C81 1.090
89 H 1.363 -12.380 24.911  C81 1.090
90 H 3.442 -15.103 24.054  O82 0.960
91 C -0.393 -11.062 14.989  C92 1.535, H95 1.090, H96 1.090, H97 1.090
92 C -1.832 -11.542 14.752  C91 1.535, C93 1.484, O94 1.398, H98 1.090
93 C -2.686 -10.604 13.984  C92 1.484, H99 1.090, H100 1.090, H101 1.090
94 O -1.788 -12.728 14.012  C92 1.398, H102 0.960
95 H 0.079 -11.766 15.674  C91 1.090
96 H -0.494 -10.046 15.374  C91 1.090
97 H 0.025 -11.002 13.984  C91 1.090
98 H -2.312 -11.766 15.704  C92 1.090
99 H -2.763 -9.649 14.506  C93 1.090
100 H -3.729 -10.903 13.873  C93 1.090
101 H -2.283 -10.459 12.982  C93 1.090
102 H -2.642 -12.835 13.586  O94 0.960
103 C 1.470 -9.313 20.134  C104 1.515, H107 1.090, H108 1.090, H109 1.090
104 C 1.483 -8.836 18.696  C103 1.515, C105 1.559, O106 1.413, H110 1.090
105 C 2.916 -8.720 18.092  C104 1.559, H111 1.090, H112 1.090, H113 1.090
106 O 0.828 -9.819 17.920  C104 1.413, H114 0.960
107 H 2.283 -8.891 20.725  C103 1.090
108 H 1.693 -10.378 20.203  C103 1.090
109 H 0.552 -9.082 20.675  C103 1.090
110 H 1.002 -7.862 18.614  C104 1.090
111 H 2.905 -8.602 17.009  C105 1.090
112 H 3.535 -9.603 18.254  C105 1.090
113 H 3.428 -7.850 18.503  C105 1.090
114 H 1.434 -10.557 17.816  O106 0.960
115 C 5.549 -18.151 15.666  C116 1.501, H119 1.090, H120 1.090, H121 1.090
116 C 4.142 -17.682 15.434  C115 1.501, C117 1.575, O118 1.409, H122 1.090
117 C 3.051 -18.574 16.136  C116 1.575, H123 1.090, H124 1.090, H125 1.090
118 O 4.006 -16.370 15.931  C116 1.409, H126 0.960
119 H 5.641 -19.213 15.439  C115 1.090
120 H 5.891 -18.091 16.699  C115 1.090
121 H 6.234 -17.602 15.019  C115 1.090
122 H 4.008 -17.784 14.357  C116 1.090
123 H 3.212 -18.612 17.214  C117 1.090
124 H 3.171 -19.633 15.907  C117 1.090
125 H 2.053 -18.185 15.934  C117 1.090
126 H 3.278 -15.903 15.515  O118 0.960

As for the energy relative to the best compared isomer or geometry (same formula, charge and spin): 0.00 kcal per mole. Its HOMO-LUMO gap (spin up / spin down) is 9.45 / 2.90 eV. As for the total charge: +1. As for the expectation value of S²: 0.75. The spin multiplicity is 2. For the strongest force on any atom, the calculation gives 3.9 eV/A.

Atom charges from the Löwdin analysis, given in e for atoms 1 to 8: number 1, C, carries -0.128; number 2, O, carries -0.130; number 3, H, carries 0.078; number 4, H, carries 0.059; number 5, H, carries 0.058; number 6, H, carries 0.040; number 7, C, carries -0.124; number 8, O, carries -0.131